[1]
ORCA calculation (the ωB97M-V functional and the def2-TZVPD basis) on a gas-phase ion, C2H5N3O (charge +2) in a non-equilibrium geometry.

```
11
C2H5N3O, DFT the ωB97M-V functional and the def2-TZVPD basis
O 0.049 -1.260 -1.711
C -0.441 -0.646 0.918
H -1.149 1.312 0.605
H -0.452 -0.495 1.991
N -0.588 0.629 0.168
H 0.301 1.886 -1.142
H -0.257 -2.715 0.909
C 0.182 0.852 -0.880
H 1.516 -0.265 -2.271
N 0.648 -0.203 -1.625
N -0.309 -1.806 0.507
```

Charge   +2
SMILES   [H]/N=C/[NH+]=C\[NH+]=O
Energy relative to the best compared isomer or geometry (same formula, charge and spin)   60.3 kcal per mole
Spin multiplicity   1
HOMO-LUMO gap (alpha / beta)   7.22 / 9.19 eV
Maximum force   4.88 eV/Å
E_LUMO (alpha / beta)   -13.777 / -13.103 eV

---

[2]
ORCA calculation (the ωB97M-V functional and the def2-TZVPD basis) on a molecular structure, C31H58O19S5 in a non-equilibrium geometry.

```
113
C31H58O19S5, DFT the ωB97M-V functional and the def2-TZVPD basis
H 2.752 0.933 3.154
C -2.056 -2.323 3.075
C -0.915 4.354 0.294
C 2.308 2.373 -0.998
H -0.473 4.927 -2.743
O -0.288 -0.909 -1.562
H 2.854 -4.539 -1.212
C -0.404 -2.739 4.527
H 1.043 3.615 0.727
S -1.535 -1.497 -2.066
H -0.739 -3.759 -1.910
C 3.259 1.853 -3.158
C 2.181 2.364 -2.401
H -5.970 -0.680 5.524
C -5.317 -0.104 3.517
H -6.933 0.501 4.730
H 1.010 6.113 0.785
H -0.098 0.835 -1.782
O -2.472 0.322 2.761
H -1.688 -1.506 0.505
C 0.051 1.514 0.292
H 1.105 -0.413 -4.223
H -0.066 -1.184 0.794
O -0.220 -4.782 -0.098
H 0.301 -3.232 5.196
H -1.333 -0.510 1.921
O 5.293 -1.067 -0.901
H 1.824 0.538 1.804
O 0.911 1.869 5.075
C -0.490 1.261 -3.859
H 1.825 2.198 2.171
H 1.484 2.747 -0.409
C 3.439 1.907 -0.332
O -0.761 -2.272 0.133
O -2.838 -0.815 -1.762
H 1.471 -3.894 -2.000
O -4.341 -1.152 3.393
O -2.415 1.129 0.456
H -0.809 1.953 -5.837
O -0.795 1.449 3.217
H -1.864 4.758 0.646
H -0.350 -3.016 -4.942
H 0.139 2.349 -0.402
H 0.438 -2.667 -3.447
O -1.321 -1.559 -3.757
H 0.398 -0.765 -5.862
H 1.683 -0.140 -2.577
C 0.804 -1.178 -4.939
S 3.999 -1.761 -0.715
O 3.981 -3.194 -0.333
C 1.934 -0.961 -1.906
O -3.493 -1.245 1.009
C -1.705 -3.274 -1.765
C -0.176 2.908 -2.127
H -0.212 -2.961 3.478
H -5.668 -0.082 2.485
H 1.304 2.764 -2.887
C -0.650 2.252 -4.812
H 2.210 0.768 -0.524
C 0.237 4.117 1.262
H 1.197 -1.750 -2.059
H 1.624 5.555 2.286
O 0.332 -3.503 2.074
C 1.828 1.221 2.653
H -0.554 -0.888 5.801
O 1.625 -3.128 -0.183
H -1.332 -3.307 4.591
S 0.485 1.074 3.895
C 4.361 1.283 -2.468
H -1.578 -0.923 4.246
H 1.010 -0.552 -0.108
H -1.300 3.432 -0.141
C 1.957 -0.290 -0.580
H 0.954 0.926 0.132
C 0.907 -5.387 -0.502
H -0.675 4.243 -5.256
C 1.819 -4.249 -1.030
H 3.469 1.875 0.747
C -0.398 3.905 -3.084
H -2.436 -3.579 -2.513
C 0.757 5.474 1.631
H 0.657 -6.193 -1.192
O 3.214 -1.486 -2.135
H -7.017 -1.215 4.283
H 1.363 -5.858 0.368
H -2.516 -3.308 2.990
H 3.230 1.822 -4.237
C -1.179 0.571 0.130
H -4.856 0.852 3.765
C -0.249 1.598 -2.531
O 0.499 -0.582 4.112
H -1.846 -2.005 4.096
C -6.345 -0.397 4.540
H 1.734 -1.606 -5.313
O 2.966 -0.858 0.201
C -0.109 -2.197 -4.264
C 4.420 1.239 -1.101
H -1.078 0.347 -0.932
H -0.561 4.950 -0.547
H -1.099 -2.298 2.554
H -0.461 0.198 -4.047
C -0.592 3.554 -4.429
H -2.015 -3.444 -0.734
S 0.148 -3.329 0.600
H -0.043 1.950 1.287
O -0.133 3.377 2.400
H 5.188 0.964 -3.085
H 0.013 6.124 2.092
H 0.216 3.204 -1.166
H 5.259 0.899 -0.511
S -3.023 -0.938 2.353
C -0.635 -1.147 4.746
C -1.045 -0.714 0.890
```

Charge   -2
Spin multiplicity   1
HOMO-LUMO gap   2.50 eV
Maximum force   16.20 eV/Å
E_LUMO   3.267 eV